# 1
{"formula": "C6H18N3", "method": "ωB97M-V/def2-TZVPD", "elements": ["C", "C", "C", "C", "C", "C", "N", "N", "N", "H", "H", "H", "H", "H", "H", "H", "H", "H", "H", "H", "H", "H", "H", "H", "H", "H", "H"], "xyz": [[3.1522, -0.3055, -1.4513], [2.6328, -1.8707, 0.4390], [2.3532, 0.5788, 0.7326], [-0.9046, -1.2552, -0.1301], [-1.1550, 0.5342, 1.4704], [2.6937, -0.4817, -0.0190], [-2.0238, 0.7514, -0.7476], [-1.4633, 0.0995, 0.2661], [-4.3528, 2.1798, -0.0980], [2.7513, -0.9896, -2.2287], [3.1546, 0.7437, -1.6913], [4.3321, -0.5469, -1.3732], [3.6880, -2.1978, 0.5077], [1.9495, -2.5821, -0.3782], [2.1887, -2.0040, 1.4728], [2.2499, 1.4675, 0.1269], [-1.3531, 1.4118, 2.0409], [2.3609, 0.5901, 1.7855], [0.0083, -1.2628, -0.6987], [-0.8389, -1.8273, 0.7910], [-1.6243, -1.7436, -0.7107], [-0.6611, -0.1586, 2.1357], [-2.8469, 1.2992, -0.6153], [-2.1645, 0.0901, -1.5197], [-5.2080, 1.8200, 0.2783], [-4.1140, 2.9321, 0.5732], [-4.8047, 2.7274, -0.9584]], "forces_ev_per_a": [[2.9, -0.9, 0.8], [-1.1, -2.6, -0.1], [0.5, -0.4, -2.3], [-0.4, 0.4, 1.6], [-0.3, -1.8, -1.1], [-1.3, 0.6, -0.5], [1.0, -1.1, -2.1], [2.0, -0.3, 2.4], [-1.2, 2.6, -2.1], [0.0, 0.6, 0.6], [-0.3, 0.3, -0.6], [-2.5, 0.3, -0.4], [-0.6, -0.7, -0.3], [2.3, 1.9, 2.3], [0.4, 0.2, -1.2], [0.3, 0.7, 0.7], [-0.8, 1.2, -1.0], [-0.6, -0.1, 1.1], [0.5, 0.8, 0.1], [0.4, 0.0, -0.1], [-1.4, -0.5, -0.9], [0.2, -0.5, -0.5], [-1.3, 1.0, 1.1], [0.1, 0.6, 0.4], [-0.5, -0.8, 0.5], [-0.1, -0.4, -0.6], [1.6, -1.3, 2.2]], "max_force_ev_per_a": 3.8, "charge": 1, "gap_ev": 7.9569, "lumo_ha": -0.1485, "spin_multiplicity": 1, "e_above_lowest_kcal_mol": 110.5, "e_homo_ev": -12.00}

# 2
{"formula": "C6H18N3", "method": "ωB97M-V/def2-TZVPD", "elements": ["C", "C", "C", "N", "N", "N", "H", "H", "H", "H", "H", "H", "H", "H", "H", "H", "C", "C", "C", "H", "H", "H", "H", "H", "H", "H", "H"], "xyz": [[-1.6386, 1.2796, 0.5245], [-2.2268, 0.4022, 1.6383], [-1.4259, -0.3980, -1.2286], [-0.8915, 0.5639, -0.5067], [-2.7485, -0.7271, -1.2104], [-0.7108, -0.9599, -2.2363], [-2.5462, 1.7030, 0.0570], [-1.0512, 2.1189, 0.8862], [-2.1979, -0.6789, 1.4884], [-3.2473, 0.6731, 1.9080], [0.0885, 0.7806, -0.4998], [-3.1987, -0.6152, -0.3193], [-2.8847, -1.5534, -1.7747], [0.2735, -1.0872, -2.0948], [-1.1555, -1.2138, -3.0938], [-1.7103, 0.5858, 2.5920], [3.0338, -0.1761, 0.2855], [2.0383, -1.1844, -0.2820], [2.4096, 1.0619, 0.9554], [3.6391, -0.5856, 1.1004], [3.8858, 0.0288, -0.3746], [1.3450, -1.5323, 0.4820], [1.4375, 0.8129, 1.3844], [3.0883, 1.3615, 1.7551], [2.5342, -2.0436, -0.7334], [1.5590, -0.5837, -1.0539], [2.3012, 1.9670, 0.3509]], "forces_ev_per_a": [[-2.0, -0.2, -0.2], [0.6, 0.2, 1.6], [-0.2, 0.3, -2.0], [-0.6, -0.1, 1.3], [1.8, 0.5, 0.2], [0.1, 0.2, 1.1], [0.7, 0.2, -0.3], [0.2, -0.2, 0.0], [0.2, 0.1, -0.2], [-0.1, 0.1, -0.5], [0.3, -0.3, -0.6], [-0.6, -0.1, -0.1], [-0.7, -0.1, 0.5], [0.2, 0.1, -0.4], [-0.1, -0.4, -0.2], [0.2, -0.3, -0.3], [1.2, -0.2, 1.3], [0.9, 0.7, 0.0], [0.4, 0.2, -0.4], [-0.5, -0.7, 0.1], [-0.7, 0.4, -0.6], [-0.2, 0.1, -0.1], [0.0, 0.0, 0.2], [-0.3, 0.1, 0.1], [-0.1, 0.1, 0.0], [-0.4, -0.4, -0.2], [-0.1, -0.2, -0.4]], "max_force_ev_per_a": 2.1, "charge": 1, "gap_ev": 11.5146, "lumo_ha": -0.1033, "spin_multiplicity": 1, "e_above_lowest_kcal_mol": 23.7, "e_homo_ev": -14.33}

# 3
{"formula": "C6H18N3O", "method": "ωB97M-V/def2-TZVPD", "elements": ["C", "C", "C", "C", "C", "C", "N", "N", "N", "O", "H", "H", "H", "H", "H", "H", "H", "H", "H", "H", "H", "H", "H", "H", "H", "H", "H", "H"], "xyz": [[-1.6105, -2.3247, -0.6449], [0.9228, -2.1131, 0.1273], [-2.3732, 2.2433, 0.1302], [0.1330, 0.3878, 1.0921], [3.3207, 0.8856, 0.0741], [-0.5089, -1.6387, -0.1535], [3.6405, 1.1136, -1.1951], [-0.7022, -0.3687, 0.1955], [-2.9226, 1.0429, -0.4089], [4.3101, 1.0715, 0.8915], [-1.9669, -3.0832, 0.0194], [-2.5027, -1.7146, -0.9193], [-1.2906, -3.0771, -1.4456], [1.2113, -2.1334, 1.1785], [1.5932, -1.3517, -0.2115], [1.2245, -3.0893, -0.2198], [-2.8120, 3.1007, -0.3107], [-2.8088, 2.1814, 1.1434], [-1.3453, 2.1402, -0.0245], [-0.3393, 1.0933, 1.7526], [1.1452, 0.6824, 0.5838], [0.6681, -0.4427, 1.6488], [4.5781, 1.3113, -1.4947], [2.9493, 0.7113, -1.9390], [-1.7428, -0.0709, -0.1755], [-3.0098, 1.1503, -1.3829], [-3.8697, 0.8608, -0.0498], [4.1084, 1.4317, 1.7386]], "forces_ev_per_a": [[-2.0, -3.1, -3.4], [-0.9, -0.6, 0.1], [-2.2, -0.4, 1.7], [3.9, -2.2, -0.5], [-2.4, -0.1, -0.6], [3.9, 4.2, 3.0], [-1.9, -1.9, -1.3], [-2.8, -2.3, -1.6], [-1.7, -2.0, -0.3], [2.6, 0.6, -1.0], [-0.2, -0.3, 1.3], [0.9, -0.4, 0.0], [-0.5, 1.4, 0.3], [-0.7, -0.1, 0.4], [0.5, 0.4, -0.7], [-0.3, -0.2, -0.6], [0.0, 1.1, -0.6], [1.4, 0.8, 0.2], [1.7, 0.8, 0.5], [-0.3, 0.2, -0.2], [-1.8, 0.6, 0.4], [-1.0, 1.3, 0.5], [0.6, 0.1, -0.2], [2.0, 1.4, 2.0], [1.6, 0.9, 1.4], [-0.3, -0.2, -1.6], [0.6, 0.1, -0.3], [-0.8, -0.2, 1.0]], "max_force_ev_per_a": 6.5, "charge": 1, "gap_ev": 8.3117, "lumo_ha": -0.1132, "spin_multiplicity": 1, "e_above_lowest_kcal_mol": 63.8, "e_homo_ev": -11.39}

# 4
{"formula": "C6H18N4", "method": "ωB97M-V/def2-TZVPD", "elements": ["C", "C", "C", "C", "C", "N", "H", "H", "H", "H", "H", "H", "H", "H", "H", "H", "H", "H", "H", "C", "N", "N", "N", "H", "H", "H", "H", "H"], "xyz": [[0.5831, 2.0662, 0.1130], [1.1607, -0.9548, 1.1428], [2.5968, -0.1599, -0.6482], [0.2257, 2.2455, 1.5574], [-0.3822, 2.0099, -0.8754], [1.3005, -0.0605, 0.0028], [1.5675, 2.4474, -0.1431], [1.8313, -0.6228, 1.9375], [1.4188, -1.9919, 0.8933], [0.1342, -0.9240, 1.5018], [3.3603, 0.2275, 0.0286], [2.5835, 0.4375, -1.5595], [2.8674, -1.1921, -0.9086], [0.8852, 1.6545, 2.1881], [-1.4221, 2.1365, -0.5984], [-0.7931, 1.9276, 1.7590], [0.3506, 3.2912, 1.8393], [0.5088, -0.1454, -0.7092], [-0.1319, 2.3025, -1.8869], [-2.0938, -1.5603, -0.3695], [-1.9320, -1.0098, -1.6306], [-2.0867, -2.9465, -0.3480], [-2.3004, -0.9224, 0.7113], [-2.4745, -3.3978, -1.1630], [-2.4506, -3.3133, 0.5185], [-1.6356, -0.0401, -1.6355], [-1.4669, -1.5857, -2.3158], [-2.2043, 0.0812, 0.5982]], "forces_ev_per_a": [[-2.0, 1.6, -1.4], [0.0, 0.0, -0.3], [-0.3, -0.1, 0.1], [0.3, -0.6, -0.1], [1.1, 1.2, 1.2], [-0.7, -0.8, -1.0], [0.2, -0.6, -0.1], [0.0, 0.0, 0.0], [0.0, -0.1, 0.1], [0.0, 0.0, 0.1], [0.1, 0.0, 0.0], [0.1, 0.1, 0.0], [0.0, 0.0, 0.0], [0.1, 0.0, 0.2], [-0.1, -0.4, 0.1], [-0.2, 0.1, 0.0], [-0.1, 0.0, 0.0], [1.5, -0.1, 1.6], [0.1, -0.3, -0.1], [-0.4, 0.1, -0.1], [0.2, 0.0, 0.0], [0.1, -0.1, -0.2], [0.2, 0.1, 0.4], [0.0, 0.0, 0.0], [0.0, 0.1, 0.0], [0.0, -0.1, 0.0], [0.1, 0.1, 0.1], [0.0, 0.0, -0.2]], "max_force_ev_per_a": 2.9, "smiles": "N=C(N)N.C=CC.CNC", "gap_ev": 8.5102, "lumo_ha": 0.0310, "spin_multiplicity": 1, "e_above_lowest_kcal_mol": 35.7, "e_homo_ev": -7.67}

# 5
{"formula": "C6H18N4P", "method": "ωB97M-V/def2-TZVPD", "elements": ["C", "C", "C", "C", "C", "C", "N", "N", "N", "N", "P", "H", "H", "H", "H", "H", "H", "H", "H", "H", "H", "H", "H", "H", "H", "H", "H", "H", "H"], "xyz": [[1.4229, -3.0316, 1.0568], [0.4078, -3.3714, -1.1224], [1.7067, 1.1884, -1.5301], [-0.2489, 0.0881, -0.5831], [-2.3065, 2.2347, -0.0432], [-1.5682, 3.8344, 1.6907], [0.8423, -2.5834, 0.0359], [0.5307, 1.3081, -0.5889], [-1.2429, 3.0050, 0.4864], [1.8466, -4.2791, 1.3954], [0.3760, 2.6999, 0.1904], [1.6132, -2.2357, 1.7671], [-0.6291, -3.3810, -1.1029], [0.7050, -2.7487, -2.0277], [0.9026, -4.2930, -1.0790], [2.5687, 1.7367, -1.2522], [1.9149, 0.0836, -1.6591], [1.3350, 1.6592, -2.4067], [0.3090, -0.8770, -0.2740], [-0.9929, 0.0678, 0.1513], [-0.6174, -0.1557, -1.7157], [-2.7284, 1.6579, 0.7696], [-3.0934, 2.8581, -0.3310], [-2.1517, 1.7092, -1.0182], [-2.6128, 3.8301, 1.9618], [-0.9649, 3.5889, 2.6013], [-1.3822, 4.8417, 1.4871], [2.0736, -4.4073, 2.3549], [1.9841, -5.0279, 0.7854]], "forces_ev_per_a": [[0.1, 0.1, 0.0], [2.4, 2.8, 0.1], [-1.2, -1.5, 0.3], [0.2, -2.1, -3.0], [-1.0, -1.1, -0.9], [0.8, -0.8, 0.8], [-0.6, 0.4, -1.1], [1.0, -0.6, 0.0], [2.5, -0.2, 0.7], [-0.3, 1.4, 0.9], [-1.1, 0.9, 0.3], [0.2, -0.4, 0.7], [-2.0, -0.6, -0.1], [-0.2, -1.1, 0.8], [0.2, -1.7, -0.7], [0.8, 0.4, 0.8], [-0.1, 1.5, 0.1], [0.0, -0.1, -1.3], [0.3, 1.4, -0.5], [-1.6, 0.5, 0.6], [0.4, 0.7, 2.8], [-0.1, -0.9, -0.2], [-1.3, 1.6, -0.2], [0.6, 0.1, 1.3], [-0.3, -0.7, -0.2], [-0.5, -0.2, -0.9], [0.5, 1.7, -0.5], [0.3, -0.3, 0.3], [-0.1, -1.0, -1.0]], "max_force_ev_per_a": 3.7, "charge": 1, "gap_ev": 7.6250, "lumo_ha": -0.1590, "spin_multiplicity": 1, "e_above_lowest_kcal_mol": 9.0, "e_homo_ev": -11.95}

# 6
{"formula": "C6H18NO", "method": "ωB97M-V/def2-TZVPD", "elements": ["C", "C", "C", "C", "C", "C", "N", "H", "H", "H", "H", "H", "H", "H", "H", "H", "H", "H", "H", "H", "H", "H", "H", "H", "H", "O"], "xyz": [[-1.6050, -1.0705, -0.4171], [-0.6281, -0.1480, -1.1654], [0.7007, 0.2911, -0.5994], [0.4905, 1.1257, 0.6997], [-0.2389, 2.4555, 0.7107], [0.5807, 3.5922, 0.0519], [0.8144, -3.2387, -0.9193], [-1.1131, -1.7307, 0.3521], [-2.2585, -1.6221, -1.1002], [-2.4466, -0.5112, 0.0110], [-1.1774, 0.6903, -1.6135], [1.2738, -0.5915, -0.3290], [1.2778, 0.8134, -1.3621], [1.4113, 1.2651, 1.2840], [-0.0123, 0.3735, 1.3457], [-1.1220, 2.3424, 0.0777], [-0.6433, 2.6512, 1.6961], [1.5694, 3.6965, 0.4867], [-0.0338, 4.4917, 0.0076], [0.7324, 3.4324, -1.0314], [-0.0813, -3.5518, -1.2891], [0.5915, -3.0726, 0.0700], [-0.4108, -0.7353, -2.0765], [1.4160, -4.0545, -0.9529], [-0.0621, -2.7460, 2.3116], [-0.0164, -2.0436, 1.6325]], "forces_ev_per_a": [[-0.9, 0.6, 0.5], [-0.5, -1.0, -2.3], [-0.3, 0.9, 1.2], [0.4, -1.5, 1.2], [-0.1, -0.3, -1.9], [-0.8, -0.4, -0.5], [-0.5, -0.3, 0.5], [-0.8, 0.6, -0.9], [0.9, -0.6, -0.4], [0.6, 0.3, 1.0], [-0.1, 0.1, 0.5], [0.1, -0.1, 0.0], [-0.1, 0.1, -0.1], [0.3, 0.0, -0.5], [-0.2, 0.7, -0.1], [-0.3, 0.0, 0.0], [0.4, 0.4, 0.3], [0.0, 0.4, 0.3], [0.4, 0.4, 0.7], [0.1, -0.6, 0.4], [0.1, 0.1, -0.3], [0.5, 0.0, -0.6], [0.4, 0.2, 0.2], [0.1, 0.0, 0.0], [-0.3, 0.0, -0.1], [0.7, -0.1, 0.9]], "max_force_ev_per_a": 2.5, "gap_ev": [10.5480, 7.3473], "lumo_ha": [0.0204, -0.0971], "spin_multiplicity": 2, "e_above_lowest_kcal_mol": 19.1, "e_homo_ev": [-9.99, -9.99]}